[1]
C16H16FeNO3 | ωB97M-V with the def2-TZVPD basis set

Geometry as XYZ:
```
37
C16H16FeNO3, DFT ωB97M-V with the def2-TZVPD basis set
O 3.52 -0.75 -1.54
C 3.41 0.35 -1.92
Fe 3.21 2.03 -2.31
C 4.30 2.69 -1.08
O 5.01 2.81 -0.16
C 4.30 2.07 -3.65
O 5.34 1.99 -4.16
C -0.13 1.61 -0.61
C 0.19 0.79 -1.84
C 1.23 1.40 -2.79
C 1.38 2.83 -2.77
C 1.38 3.38 -1.44
C 0.49 2.82 -0.45
H -0.80 1.15 0.18
H 0.52 -0.24 -1.57
H -0.74 0.64 -2.43
H 1.31 0.85 -3.75
H 1.44 3.44 -3.69
H 1.87 4.35 -1.26
H 0.31 3.43 0.44
C -2.65 -4.45 2.88
C -1.69 -3.73 3.60
C -1.49 -2.37 3.33
C -2.23 -1.74 2.33
C -1.96 -0.31 1.98
N -1.40 -0.16 0.61
C -3.20 -2.46 1.62
C -3.41 -3.81 1.89
H -2.82 -5.51 3.10
H -1.11 -4.22 4.38
H -0.72 -1.80 3.85
H -2.88 0.29 2.02
H -1.23 0.12 2.66
H -0.67 -0.85 0.46
H -2.13 -0.31 -0.08
H -3.77 -1.96 0.83
H -4.17 -4.37 1.33
```

## Properties
Multiplicity: 5
Molar mass, g/mol: 326.2
HOMO energy (spin up / spin down), Eh: -0.384 / -0.409
Frontier orbital gap (spin up / spin down), eV: 6.7 / 4.7
Energy above the lowest of the compared OMol25 structures with the same formula, charge and spin, kJ/mol: 49.7
Net charge: +1
Energy, Ha: -2163.01774
<S²>: 6.06

[2]
C16H16N4 | ωB97M-V with the def2-TZVPD basis set

Geometry as XYZ:
```
36
C16H16N4, DFT ωB97M-V with the def2-TZVPD basis set
C 0.81 -1.39 3.58
C 1.67 -0.58 2.68
N 2.89 -0.22 3.00
N 3.31 0.52 1.94
C 2.36 0.62 0.94
C 1.28 -0.12 1.36
C -0.01 -0.09 0.60
N -1.10 -0.64 1.14
C -2.18 -0.64 0.38
C -3.34 -1.21 0.90
C -4.54 -1.21 0.14
C -4.57 -0.67 -1.14
C -3.38 -0.09 -1.69
C -2.19 -0.08 -0.95
N -1.11 0.43 -1.52
C 0.02 0.44 -0.76
C 1.36 0.90 -1.36
C 1.18 1.92 -2.53
C 2.00 -0.35 -2.03
C 2.32 1.44 -0.30
H 0.68 -2.34 3.09
H 1.28 -1.59 4.56
H -0.17 -0.96 3.72
H 4.17 1.09 1.97
H -3.32 -1.69 1.88
H -5.44 -1.68 0.55
H -5.51 -0.63 -1.70
H -3.42 0.35 -2.69
H 0.70 1.43 -3.41
H 0.52 2.71 -2.17
H 2.13 2.35 -2.84
H 2.00 -1.17 -1.35
H 3.03 -0.22 -2.40
H 1.39 -0.66 -2.87
H 3.32 1.55 -0.70
H 1.90 2.44 -0.03
```

## Properties
Molar mass, g/mol: 264.3
HOMO energy, Eh: -0.304
Frontier orbital gap, eV: 8.0
Energy above the lowest of the compared OMol25 structures with the same formula, charge and spin, kJ/mol: 0.0
Energy, Ha: -838.33344

[3]
C16H17AgN2O3S2Se | ωB97M-V with the def2-TZVPD basis set

Geometry as XYZ:
```
42
C16H17AgN2O3S2Se, DFT ωB97M-V with the def2-TZVPD basis set
Ag -18.48 -0.12 -7.17
N -17.27 -0.28 -4.26
C -16.54 -1.13 -3.38
C -16.84 -2.50 -3.27
C -16.04 -3.34 -2.54
C -14.95 -2.85 -1.86
C -14.62 -1.51 -1.97
C -15.40 -0.67 -2.74
S -13.96 -3.89 -0.74
O -14.36 -3.46 0.58
O -12.55 -3.62 -1.07
O -14.39 -5.25 -1.04
H -18.26 -0.40 -4.22
H -17.07 0.71 -4.12
H -17.69 -2.89 -3.83
H -16.28 -4.39 -2.46
H -13.81 -1.15 -1.39
H -15.22 0.41 -2.72
S -17.43 -3.95 -9.97
C -17.71 -2.61 -9.02
N -17.86 -1.64 -8.36
C -23.35 4.78 -9.44
C -22.47 4.04 -8.47
C -22.99 3.29 -7.44
C -22.18 2.47 -6.65
C -22.85 1.53 -5.67
C -20.82 2.48 -6.85
Se -19.68 1.47 -5.67
C -20.27 3.23 -7.88
C -18.79 3.22 -8.14
C -21.11 4.01 -8.68
H -24.33 4.96 -8.97
H -23.53 4.24 -10.38
H -22.95 5.74 -9.75
H -24.07 3.33 -7.26
H -23.92 1.54 -5.76
H -22.61 1.79 -4.62
H -22.45 0.52 -5.81
H -18.45 2.19 -8.34
H -18.25 3.61 -7.26
H -18.54 3.80 -9.02
H -20.70 4.53 -9.53
```

## Properties
Molar mass, g/mol: 536.3
HOMO energy, Eh: -0.111
Frontier orbital gap, eV: 6.9
Net charge: -2
Energy, Ha: -4300.06249

[4]
C16H17AsF6KN4O2S | ωB97M-V with the def2-TZVPD basis set

Geometry as XYZ:
```
48
C16H17AsF6KN4O2S, DFT ωB97M-V with the def2-TZVPD basis set
K 0.41 -1.45 -0.89
C -1.97 -6.47 5.02
C -2.08 -5.60 3.79
C -0.96 -4.96 3.28
C -1.04 -4.17 2.14
C -2.28 -4.02 1.52
C -3.42 -4.65 2.02
C -3.31 -5.44 3.15
S -2.43 -2.97 0.13
O -3.81 -2.87 -0.25
O -1.46 -3.33 -0.87
N -1.83 -1.53 0.74
C -2.53 -0.75 1.55
C -3.85 -0.99 2.04
C -4.41 -0.09 2.91
C -3.68 1.03 3.28
C -2.39 1.22 2.74
N -1.82 0.38 1.91
H -1.28 -6.04 5.74
H -1.59 -7.46 4.75
H -2.93 -6.60 5.50
H 0.00 -5.07 3.78
H -0.16 -3.67 1.76
H -4.36 -4.52 1.51
H -4.19 -5.94 3.54
H -4.39 -1.86 1.71
H -5.41 -0.25 3.30
H -4.09 1.77 3.96
H -1.81 2.09 3.01
F 2.04 -0.03 0.50
As 3.33 -1.17 0.87
F 2.13 -2.15 1.69
F 2.89 -2.02 -0.62
F 4.54 -2.34 1.18
F 4.41 -0.20 -0.05
F 3.68 -0.32 2.32
C 2.52 0.81 -2.94
C 1.11 1.28 -3.13
N 0.04 0.77 -2.57
C -1.02 1.53 -3.01
C -0.58 2.51 -3.84
N 0.78 2.35 -3.90
H 2.59 0.22 -2.03
H 3.20 1.66 -2.83
H 2.86 0.21 -3.78
H -2.03 1.33 -2.70
H -1.09 3.30 -4.37
H 1.43 2.92 -4.41
```

## Properties
Multiplicity: 2
Molar mass, g/mol: 557.4
HOMO energy (spin up / spin down), Eh: -0.329 / -0.329
Frontier orbital gap (spin up / spin down), eV: 9.1 / 5.7
Energy above the lowest of the compared OMol25 structures with the same formula, charge and spin, kJ/mol: 0.0
Energy, Ha: -4822.67445
<S²>: 0.79

[5]
C16H17CaN3O7S4Se | ωB97M-V with the def2-TZVPD basis set

Geometry as XYZ:
```
49
C16H17CaN3O7S4Se, DFT ωB97M-V with the def2-TZVPD basis set
Ca 0.33 0.44 1.26
O -0.99 -0.60 -2.63
C -1.13 -0.08 -1.33
O -0.05 0.47 -0.89
C -1.76 -1.17 -0.40
O -0.81 -1.66 0.56
C 0.28 -2.43 0.02
C 1.51 -2.36 0.96
O 2.10 -3.42 1.20
O 1.81 -1.19 1.37
H -0.24 -0.08 -2.98
H -2.58 -0.77 0.19
H -2.11 -1.98 -1.05
H -0.01 -3.47 -0.07
H 0.56 -2.01 -0.95
S 1.19 3.13 0.52
S -0.65 3.90 -0.16
S -1.31 2.97 -1.88
S -2.54 1.40 -1.40
C 5.35 2.08 -4.92
N 4.60 2.48 -3.76
C 3.40 1.94 -3.35
Se 2.51 0.60 -4.27
N 3.05 2.60 -2.22
C 4.00 3.56 -1.91
C 4.08 4.47 -0.87
C 5.19 5.31 -0.86
C 6.18 5.23 -1.85
C 6.10 4.32 -2.88
C 4.99 3.48 -2.89
H 4.87 1.19 -5.33
H 6.37 1.85 -4.64
H 5.34 2.87 -5.67
H 2.25 2.44 -1.60
H 3.29 4.51 -0.12
H 5.28 6.03 -0.06
H 7.03 5.91 -1.80
H 6.86 4.25 -3.65
O -2.80 -1.28 3.58
C -1.66 -0.96 3.85
C -0.82 -1.66 4.92
C 0.44 -0.82 5.00
C 0.24 0.20 3.90
O 1.09 1.03 3.56
N -0.96 0.08 3.26
H -0.63 -2.68 4.56
H -1.40 -1.73 5.84
H 1.36 -1.37 4.79
H 0.56 -0.31 5.96
```

## Properties
Molar mass, g/mol: 610.6
HOMO energy, Eh: -0.072
Frontier orbital gap, eV: 6.0
Energy above the lowest of the compared OMol25 structures with the same formula, charge and spin, kJ/mol: 127.2
Net charge: -2
Energy, Ha: -5982.99581

[6]
C16H17F3NO2PS | ωB97M-V with the def2-TZVPD basis set

Geometry as XYZ:
```
41
C16H17F3NO2PS, DFT ωB97M-V with the def2-TZVPD basis set
C -2.73 -2.34 -3.74
C -2.89 -1.49 -2.52
C -4.17 -1.12 -2.10
C -4.36 -0.32 -0.98
C -5.73 0.08 -0.53
C -3.24 0.11 -0.26
C -1.98 -0.26 -0.67
O -0.85 0.20 0.00
P -0.56 -0.31 1.51
C 0.46 -1.83 1.31
O -1.74 -0.47 2.35
N 0.44 0.91 2.09
C 1.69 1.30 1.67
C 2.53 2.00 2.53
C 3.79 2.39 2.12
C 4.20 2.09 0.83
S 5.85 2.56 0.31
C 6.64 0.97 0.72
F 6.51 0.67 2.02
F 7.94 0.99 0.45
F 6.10 -0.05 0.05
C 3.37 1.43 -0.05
C 2.11 1.03 0.37
C -1.80 -1.06 -1.79
H -1.68 -2.61 -3.89
H -3.32 -3.25 -3.66
H -3.07 -1.80 -4.62
H -5.02 -1.46 -2.66
H -5.85 -0.12 0.54
H -6.49 -0.47 -1.07
H -5.88 1.14 -0.69
H -3.35 0.73 0.62
H -0.12 -2.55 0.74
H 0.65 -2.23 2.30
H 1.40 -1.63 0.80
H 0.16 1.19 3.02
H 2.20 2.22 3.54
H 4.45 2.92 2.79
H 3.70 1.22 -1.06
H 1.44 0.54 -0.31
H -0.79 -1.33 -2.09
```

## Properties
Molar mass, g/mol: 375.4
HOMO energy, Eh: -0.326
Frontier orbital gap, eV: 9.5
Energy, Ha: -1864.39423

[7]
C16H17N | ωB97M-V with the def2-TZVPD basis set

Geometry as XYZ:
```
34
C16H17N, DFT ωB97M-V with the def2-TZVPD basis set
C 2.66 2.13 -3.38
C 1.88 2.23 -2.12
C 1.06 3.22 -1.66
N 0.52 2.81 -0.43
C 1.23 1.69 -0.05
C 1.03 0.79 1.02
C 1.83 -0.31 1.21
C 2.83 -0.54 0.19
C 2.86 0.12 -1.02
C 1.96 1.21 -1.11
H 3.48 2.84 -3.43
H 2.23 2.02 -4.39
H 3.24 1.21 -3.74
H 0.73 4.03 -2.28
H 0.23 3.44 0.31
H 0.21 0.99 1.68
H 1.89 -0.93 2.12
H 3.52 -1.35 0.30
H 3.58 -0.10 -1.77
C -2.08 -2.67 3.33
C -2.30 -2.07 1.95
C -3.31 -1.11 1.77
C -3.53 -0.73 0.43
C -2.93 -1.42 -0.62
C -2.01 -2.45 -0.43
C -1.70 -2.74 0.89
H -2.94 -3.38 3.45
H -1.89 -1.99 4.16
H -1.16 -3.26 3.25
H -3.96 -0.70 2.50
H -3.99 0.26 0.14
H -3.01 -1.11 -1.67
H -1.57 -2.87 -1.31
H -0.82 -3.41 0.85
```

## Properties
Molar mass, g/mol: 223.3
HOMO energy, Eh: -0.292
Frontier orbital gap, eV: 8.8
Energy above the lowest of the compared OMol25 structures with the same formula, charge and spin, kJ/mol: 227.2
Energy, Ha: -674.57011

[8]
C16H17N | ωB97M-V with the def2-TZVPD basis set

Geometry as XYZ:
```
34
C16H17N, DFT ωB97M-V with the def2-TZVPD basis set
C 3.43 2.40 -0.37
C 2.41 1.64 -1.17
C 2.49 0.45 -1.78
N 1.27 0.11 -2.35
C 0.39 1.11 -2.08
C -0.95 1.14 -2.43
C -1.63 2.30 -2.10
C -1.02 3.30 -1.36
C 0.30 3.23 -0.96
C 1.03 2.09 -1.29
H 3.73 1.90 0.55
H 3.05 3.38 -0.07
H 4.38 2.58 -0.87
H 3.38 -0.16 -1.91
H 1.02 -0.86 -2.48
H -1.45 0.30 -2.89
H -2.70 2.39 -2.27
H -1.60 4.16 -1.05
H 0.69 4.03 -0.34
C -0.45 -4.41 1.43
C -1.00 -3.01 1.64
C -0.25 -1.90 1.25
C -0.73 -0.62 1.52
C -1.87 -0.45 2.27
C -2.68 -1.55 2.54
C -2.25 -2.84 2.22
H 0.17 -4.48 0.54
H -1.25 -5.15 1.35
H 0.14 -4.70 2.30
H 0.75 -2.03 0.86
H -0.11 0.24 1.29
H -2.25 0.53 2.52
H -3.61 -1.43 3.07
H -2.86 -3.70 2.44
```

## Properties
Molar mass, g/mol: 223.3
HOMO energy, Eh: -0.291
Frontier orbital gap, eV: 8.7
Energy above the lowest of the compared OMol25 structures with the same formula, charge and spin, kJ/mol: 32.5
Energy, Ha: -674.64426